Entry 1:
# C5H9BO3

A 2-piece molecular cluster, C5H9BO3 overall in a non-equilibrium geometry (wB97M-V/def2-TZVPD, the Open Molecules 2025 dataset).

Structure (XYZ):
```
18
Properties=species:S:1:pos:R:3:forces:R:3
O -2.183082 -0.855614 -1.469147 -2.32 -0.04 -1.54
O -4.018983 0.629429 -1.009407 1.04 -0.72 -0.24
O -2.383323 0.272540 0.623937 1.74 -0.68 3.03
C 1.436553 -1.251534 0.968310 0.51 -1.39 -0.90
C 0.806901 1.041414 1.073257 0.25 -0.36 -2.46
C 0.431993 -0.250786 -1.086953 2.18 0.03 0.93
C 1.745794 -2.213259 1.608313 0.44 -2.27 3.05
C 0.969384 -0.210482 0.165551 -2.10 1.60 -0.22
B -2.835592 0.014739 -0.566175 -1.90 -0.63 -4.27
H -1.752919 -0.432600 0.892437 -0.24 0.89 -0.10
H 1.760467 1.502504 1.097306 1.20 0.41 0.44
H 1.906802 -2.997692 2.441206 -0.21 1.80 -2.23
H -4.444747 1.104342 -0.305128 -0.26 0.36 0.41
H 0.209796 1.752795 0.542538 -0.78 0.46 -0.06
H -2.760949 -1.046634 -2.311593 1.61 0.74 2.62
H 0.634596 -0.996786 -1.863927 -0.33 -0.11 0.81
H 0.032579 0.669022 -1.457335 -0.37 0.37 -0.14
H 0.467368 0.877667 2.061166 -0.46 -0.44 0.88
```
Forces are in eV/Å.

Calculated values
Gap between HOMO and LUMO, eV: 9.4
Total energy, a.u.: -446.5274
Energy above the lowest of the compared OMol25 structures with the same formula, charge and spin, kcal per mole: 13.7
Molecular weight, g/mol: 127.9
F_max, eV/Å: 4.7

For each atom in turn, the Mulliken charge in e is:
1 O -0.5410
2 O -0.5156
3 O -0.4033
4 C -0.5998
5 C -1.3234
6 C -1.0446
7 C 0.1982
8 C 0.6606
9 B 0.5402
10 H 0.3255
11 H 0.4329
12 H 0.3653
13 H 0.2889
14 H 0.3477
15 H 0.3033
16 H 0.3199
17 H 0.2977
18 H 0.3475

=====

Entry 2:
# C4H3N3

One molecule with the formula C4H3N3 in a non-equilibrium geometry (wB97M-V/def2-TZVPD, the Open Molecules 2025 dataset).

Structure (XYZ):
```
10
Properties=species:S:1:pos:R:3:forces:R:3
N -0.130925 -1.480764 2.916732 0.06 0.52 0.17
N -0.253729 -1.293584 0.481805 -0.36 0.31 -2.52
N -0.180195 -0.408466 -2.943833 -0.15 -0.64 2.01
C -0.212742 -0.574157 -1.789692 -0.01 0.48 -2.36
C -0.134984 -0.343710 -0.376750 0.84 0.30 2.83
C 0.230388 1.134615 -0.055572 -1.79 -2.46 -0.30
C -0.168740 -1.218246 1.792755 0.08 -0.41 0.61
H -0.697429 1.622554 -0.348004 0.48 0.88 -0.24
H 0.460493 1.299160 0.971926 -0.01 -0.09 0.78
H 1.087864 1.262598 -0.649366 0.87 1.12 -0.99
```
Forces are in eV/Å.

Calculated values
Gap between HOMO and LUMO, eV: 9.5
Total energy, a.u.: -318.4237
Energy above the lowest of the compared OMol25 structures with the same formula, charge and spin, kcal per mole: 38.3
Molecular weight, g/mol: 93.1
F_max, eV/Å: 3.1

For each atom in turn, the Mulliken charge in e is:
1 N -0.4189
2 N -0.4774
3 N -0.3687
4 C 0.2412
5 C 0.6179
6 C -1.0058
7 C 0.3953
8 H 0.3144
9 H 0.3609
10 H 0.3411

=====

Entry 3:
# C10H19N3O4

One molecule with the formula C10H19N3O4 in a non-equilibrium geometry (wB97M-V/def2-TZVPD, the Open Molecules 2025 dataset).

Structure (XYZ):
```
36
Properties=species:S:1:pos:R:3:forces:R:3
O 4.336724 1.715106 -0.275331 0.62 -3.96 0.14
O 0.592402 -1.160207 -1.431485 0.47 -1.42 -1.57
O -3.752393 2.037527 -1.132842 -0.79 1.31 -0.33
O -2.278767 2.556269 0.568882 1.58 -2.83 -2.46
N -0.668307 0.510215 -0.624261 0.63 1.90 0.44
N 1.551803 1.717617 0.511311 -0.05 2.92 2.00
N 5.373981 -0.399770 -0.367634 1.28 3.38 0.87
C -2.021367 0.553975 -0.886068 -2.64 -2.13 -3.62
C -2.826626 -0.668413 -0.183266 1.35 -0.22 -0.85
C -2.437132 -0.927705 1.301558 1.97 -1.50 -2.15
C -2.450569 -2.058248 -0.936549 1.86 2.30 -0.94
C -0.883821 -1.071873 1.638498 -0.57 0.95 -1.46
C -2.716166 1.845224 -0.592084 -0.07 0.09 3.09
C 2.849422 -0.201585 -0.098593 2.47 -1.65 -1.49
C 0.473005 -0.083840 -0.927409 1.17 0.24 0.78
C 1.759209 0.765708 -0.466306 -0.11 -2.34 -4.10
C 4.281436 0.447492 -0.221801 -1.73 4.32 -0.40
H -3.909399 -0.416991 -0.315408 0.85 -0.48 0.30
H -0.729038 -1.660842 2.536703 0.03 0.00 0.02
H 6.210816 0.039147 0.128770 -1.27 -0.55 -1.39
H -0.428381 -0.074318 1.720155 -0.23 -0.28 0.84
H 1.795227 2.677292 0.184992 -0.26 -1.25 0.60
H -1.885862 -1.793692 -1.909613 -0.72 -0.64 1.59
H -2.989217 -0.383481 1.971094 -0.91 1.90 1.78
H 5.136350 -1.164119 0.159472 -0.37 -3.02 1.13
H -2.897435 3.196386 0.827260 -1.70 1.51 0.22
H -1.819267 -2.786066 -0.346351 -0.76 1.07 -0.55
H -3.356226 -2.489923 -1.241891 -1.25 -0.94 -0.27
H 2.961970 -1.209305 -0.681238 -0.97 1.87 0.94
H -0.499683 1.007923 0.197476 0.58 1.86 1.31
H -0.289831 -1.457541 0.765473 -0.95 -0.45 1.06
H -2.839860 -1.911450 1.372642 -0.31 -0.97 0.65
H -2.306610 0.543951 -2.077605 1.12 -0.61 2.75
H 2.038692 1.558768 1.428909 -0.58 0.11 -1.60
H 2.603434 -0.405612 0.917917 0.45 -0.76 1.14
H 2.021487 1.152373 -1.515360 -0.19 0.25 1.54
```
Forces are in eV/Å.

Calculated values
Gap between HOMO and LUMO, eV: 9.5
Total energy, a.u.: -857.6141
Energy above the lowest of the compared OMol25 structures with the same formula, charge and spin, kcal per mole: 89.4
Molecular weight, g/mol: 245.3
F_max, eV/Å: 5.0

For each atom in turn, the Mulliken charge in e is:
1 O -0.5977
2 O -0.5928
3 O -0.5102
4 O -0.4816
5 N 0.1826
6 N -0.4559
7 N -0.5555
8 C -0.0917
9 C 0.3222
10 C -1.2921
11 C -1.4024
12 C -0.8929
13 C 0.0821
14 C -1.1226
15 C -0.2446
16 C 0.6577
17 C 0.5749
18 H 0.6489
19 H 0.4757
20 H 0.3109
21 H 0.2213
22 H 0.2484
23 H 0.2538
24 H 0.5160
25 H 0.2763
26 H 0.3523
27 H 0.3285
28 H 0.4450
29 H 0.2733
30 H 0.1936
31 H 0.1555
32 H 0.5111
33 H 0.2598
34 H 0.2562
35 H 0.4321
36 H 0.2614

=====

Entry 4:
# C2H10N2

C2H10N2 as an isolated structure in a non-equilibrium geometry (wB97M-V/def2-TZVPD, the Open Molecules 2025 dataset).

Structure (XYZ):
```
14
Properties=species:S:1:pos:R:3:forces:R:3
N -0.813291 -0.068141 -1.191543 0.93 -1.08 -0.05
N -0.311225 -0.923761 1.149871 -0.72 1.83 -0.80
C 0.737478 -0.362760 1.981803 0.02 0.13 -0.11
C -0.134654 1.105048 -1.737308 0.23 -0.17 -0.11
H 0.710622 0.732165 1.951483 -0.11 -0.10 0.01
H -0.276462 -1.939728 1.177984 -0.53 0.43 -0.41
H 0.485536 0.836815 -2.595415 0.05 0.22 -0.05
H 0.653259 -0.646993 3.039928 -0.01 0.02 -0.07
H -0.127627 -0.818472 -0.807551 -1.06 1.44 -1.50
H 0.506611 1.531710 -0.964225 -0.03 -0.01 -0.06
H -0.858238 1.865300 -2.039994 0.04 -0.13 0.07
H -1.450167 -0.483712 -1.866947 0.03 0.07 0.21
H -0.867021 -0.183320 0.257208 1.08 -2.63 2.75
H 1.745180 -0.644152 1.644707 0.08 -0.01 0.11
```
Forces are in eV/Å.

Calculated values
Gap between HOMO and LUMO, eV: 8.5
Total energy, a.u.: -191.6161
Energy above the lowest of the compared OMol25 structures with the same formula, charge and spin, kcal per mole: 51.0
Molecular weight, g/mol: 62.1
F_max, eV/Å: 4.0

For each atom in turn, the Mulliken charge in e is:
1 N -0.5447
2 N -0.6979
3 C -0.7439
4 C -0.7187
5 H 0.2674
6 H 0.1573
7 H 0.2948
8 H 0.2786
9 H 0.3602
10 H 0.2418
11 H 0.2861
12 H 0.1894
13 H 0.4063
14 H 0.2233

=====

Entry 5:
# C31H30NO

A 2-piece molecular cluster, C31H30NO overall in a non-equilibrium geometry (wB97M-V/def2-TZVPD, the Open Molecules 2025 dataset).

Structure (XYZ):
```
63
Properties=species:S:1:pos:R:3:forces:R:3
O 3.164670 -3.504403 -2.123867 -0.45 1.25 -0.54
N -2.328467 1.543667 2.171380 -0.80 0.19 -0.34
C 2.349876 2.847998 1.848848 -0.49 -0.60 0.00
C 1.589577 -5.185094 -1.371402 0.36 0.13 0.15
C 2.149330 -0.060709 -1.424068 -0.08 0.37 0.07
C -1.088570 1.631524 -2.515764 -0.93 0.31 -0.06
C 3.497968 -4.547075 0.008968 -0.31 0.08 -0.32
C 1.798709 0.507154 2.259776 0.03 0.58 -0.18
C 1.887317 -6.158975 0.830409 0.03 0.07 -0.05
C -1.052384 1.234300 1.939124 1.58 0.81 -0.20
C 3.049639 -5.402809 1.012502 0.00 -0.15 -0.08
C 4.104342 1.243866 2.303943 -0.08 0.04 -0.11
C 1.366692 1.832377 1.989135 1.19 -0.42 -0.28
C 0.925761 0.058342 -2.161996 0.33 0.06 -0.06
C -1.442948 3.017995 -2.465771 0.25 -0.45 0.01
C -2.638580 3.475145 -2.994229 -0.10 0.02 -0.09
C -2.799545 2.888013 2.477253 -0.16 0.07 0.26
C 0.592912 -1.028241 -3.026149 -0.15 -0.38 0.02
C -3.358686 0.519624 2.270116 0.07 -0.26 0.24
C -4.337911 2.775311 2.512891 0.07 0.12 -0.05
C 1.298114 -2.219635 -2.981349 -0.13 0.26 -0.25
C 1.167647 -6.052839 -0.363364 0.06 -0.04 0.02
C 2.907108 -1.209435 -1.447355 0.11 -0.13 -0.08
C 3.150562 0.223630 2.412978 0.04 0.18 -0.10
C 3.697083 2.552304 2.009157 0.11 -0.27 0.04
C -4.687639 1.280830 2.363861 0.00 -0.28 -0.11
C 0.183947 1.259545 -2.004667 0.47 -0.54 -0.25
C -0.026883 2.159377 1.869047 -1.51 -0.38 -0.25
C -3.216287 1.213311 -3.648579 0.04 -0.11 0.09
C -2.050585 0.728948 -3.061114 0.09 0.34 -0.15
C -3.528787 2.579980 -3.608470 0.55 -0.02 0.19
C 2.449353 -2.306876 -2.190080 0.43 -1.06 0.82
C 2.745874 -4.434810 -1.160488 -0.39 -0.03 0.55
H -2.458150 3.624654 1.733928 -0.06 -0.31 0.09
H -0.208958 -0.925688 -3.755058 0.21 -0.08 0.29
H -1.880734 -0.345329 -3.000110 -0.15 0.38 -0.06
H -0.843712 0.165785 1.794075 -0.15 0.41 0.37
H 4.408993 -3.956605 0.102811 -0.24 -0.16 0.08
H -0.280839 3.217323 1.760575 0.05 -0.29 0.41
H -4.714933 3.173956 3.458772 -0.01 -0.01 -0.24
H 1.007072 -3.093752 -3.568359 0.10 0.47 0.05
H -5.253966 0.907621 3.220908 -0.04 0.13 -0.21
H 1.548664 -6.840358 1.617918 0.13 0.30 -0.35
H 3.463462 -0.800401 2.624976 -0.05 0.29 -0.02
H 0.272511 -6.655688 -0.521469 0.25 0.16 0.09
H -4.775819 3.358673 1.696925 0.01 -0.08 0.22
H -3.903112 0.524307 -4.144373 0.19 0.16 0.32
H 3.847180 -1.292615 -0.896173 -0.41 0.05 -0.14
H 4.438617 3.345845 1.906360 -0.17 -0.24 0.05
H 5.160926 1.017414 2.444520 -0.27 0.08 -0.03
H -5.276575 1.096345 1.460014 0.00 0.11 0.22
H -4.460507 2.950260 -4.042696 0.33 -0.17 0.13
H -2.881812 4.538105 -2.946012 0.09 -0.35 -0.01
H 0.705376 2.031333 -1.436205 -0.14 -0.10 0.01
H -3.197899 -0.096165 3.172636 -0.01 0.15 -0.25
H -3.308597 -0.156314 1.403793 -0.07 0.19 0.18
H 1.048080 -0.281733 2.346992 0.40 0.17 0.12
H 3.624820 -5.482921 1.935002 -0.19 -0.04 -0.23
H 2.016964 3.861083 1.607912 0.17 -0.26 0.15
H -0.730060 3.715303 -2.020747 -0.25 -0.15 -0.12
H 2.486398 0.791368 -0.829313 -0.15 -0.25 -0.01
H -2.428971 3.235420 3.459374 0.15 -0.23 -0.33
H 1.056357 -5.089592 -2.317623 0.07 -0.11 0.32
```
Forces are in eV/Å.

Calculated values
Gap between HOMO and LUMO, eV: 3.6
Total energy, a.u.: -1328.9793
Energy above the lowest of the compared OMol25 structures with the same formula, charge and spin, kcal per mole: 23.5
Net charge: +1
Molecular weight, g/mol: 432.6
F_max, eV/Å: 1.8

For each atom in turn, the Mulliken charge in e is:
1 O -0.4573
2 N 0.2092
3 C -0.5009
4 C -0.3828
5 C -0.4919
6 C 0.8862
7 C -0.3040
8 C -0.3556
9 C -0.4977
10 C -0.1469
11 C -0.4772
12 C -0.5454
13 C 1.1094
14 C 0.5109
15 C -0.4706
16 C -0.7433
17 C -0.5944
18 C -0.4865
19 C -0.6751
20 C -0.5575
21 C -0.4543
22 C -0.5012
23 C -0.5403
24 C -0.7082
25 C -0.5068
26 C -0.5358
27 C -0.2709
28 C -0.7448
29 C -0.7869
30 C -0.2521
31 C -0.3436
32 C 0.1395
33 C 0.5753
34 H 0.3143
35 H 0.6952
36 H 0.6142
37 H 0.2860
38 H 0.4549
39 H 0.2000
40 H 0.3067
41 H 0.5179
42 H 0.2962
43 H 0.3796
44 H 0.4484
45 H 0.3625
46 H 0.2636
47 H 0.4127
48 H 0.4681
49 H 0.3894
50 H 0.3889
51 H 0.2625
52 H 0.4054
53 H 0.4205
54 H 0.2064
55 H 0.2786
56 H 0.3439
57 H 0.2132
58 H 0.3797
59 H 0.3438
60 H 0.3952
61 H 0.2760
62 H 0.2721
63 H 0.3056

=====

Entry 6:
# C2H6O

A 2-piece molecular cluster, C2H6O overall in a non-equilibrium geometry (wB97M-V/def2-TZVPD, the Open Molecules 2025 dataset).

Structure (XYZ):
```
9
Properties=species:S:1:pos:R:3:forces:R:3
O -1.876676 0.354832 -0.613974 -1.34 -1.90 1.19
C 1.179796 -0.481315 0.022391 0.53 -1.46 -1.30
C 0.440112 0.260722 0.857163 0.08 -1.23 -0.14
H 0.745500 -1.528244 -0.221285 1.03 1.67 0.39
H -1.348234 -0.443576 -0.744488 -0.16 0.25 0.04
H -1.501163 0.967511 -1.188020 1.01 1.75 -1.55
H 0.663420 1.254380 1.151479 0.46 0.81 0.12
H -0.499020 -0.126894 1.311934 1.00 0.18 -0.50
H 2.196268 -0.257413 -0.575204 -2.60 -0.07 1.76
```
Forces are in eV/Å.

Calculated values
Gap between HOMO and LUMO, eV: 11.1
Total energy, a.u.: -154.9795
Energy above the lowest of the compared OMol25 structures with the same formula, charge and spin, kcal per mole: 29.1
Molecular weight, g/mol: 46.1
F_max, eV/Å: 3.1

For each atom in turn, the Mulliken charge in e is:
1 O -0.6537
2 C -0.2893
3 C -0.5911
4 H 0.2026
5 H 0.3121
6 H 0.3321
7 H 0.2517
8 H 0.2378
9 H 0.1979